No. 1
The following is a DFT calculation (wB97M-V/def2-TZVPD) of 9 unconnected molecules or ions with the total composition C40H107N9O11 in a non-equilibrium geometry.

```
167
Properties=species:S:1:pos:R:3:lowdin_charge:R:1
O -8.4984 -11.4611 13.2757 -0.19
O -7.1953 -16.3072 12.3865 -0.20
O 2.2872 -15.8183 14.1531 -0.18
O -3.3066 -9.7451 13.9982 -0.19
O -3.1728 -4.5723 14.9927 -0.21
O -4.1546 -7.9564 17.8977 -0.22
O -12.0099 -8.5323 10.6999 -0.21
O -5.8417 -6.4277 8.4934 -0.16
O -12.8344 -11.6314 13.8689 -0.21
O 1.7611 -8.4201 11.5444 -0.19
O -10.0126 -12.9908 17.4761 -0.17
N 1.6786 -11.1085 11.1235 0.04
N -13.6537 -6.0016 12.7538 0.04
N -5.7414 -9.1560 12.6535 -0.06
N -7.9729 -18.4654 15.2432 0.04
N -5.4005 -5.5267 16.4379 -0.04
N -14.1831 -10.6571 16.4740 0.05
N -11.0885 -9.8472 16.1360 0.03
N -3.1821 -7.7771 9.3673 0.06
N 0.0136 -13.5131 12.3895 0.04
C -5.5451 -7.5299 17.8794 -0.19
C -5.0206 -7.2360 7.7151 -0.27
C 0.6093 -9.0088 11.0229 -0.24
C -8.5870 -12.8073 13.7308 -0.10
C -12.1231 -7.3253 11.3917 -0.22
C -14.6371 -11.6544 15.4748 -0.46
C 1.8216 -14.5481 13.7764 -0.24
C -6.5895 -16.3770 11.1346 -0.13
C 0.8835 -14.6983 12.5903 -0.43
C -3.5483 -7.2112 8.0279 -0.43
C 1.5514 -7.6185 12.6896 -0.09
C -7.8202 -17.2823 14.4554 -0.46
C -7.3033 -16.1508 15.3372 -0.05
C -10.4484 -10.6508 17.2148 -0.39
C -14.5512 -8.1368 11.6741 -0.06
C -12.3819 -11.0045 12.5931 -0.04
C -16.1467 -11.6944 15.4479 -0.09
C -7.0842 -9.6877 12.6040 -0.21
C -10.2972 -14.2885 16.9485 -0.10
C -7.1626 -11.1043 13.1319 -0.26
C -10.9025 -10.0139 18.5086 -0.07
C -3.8999 -8.4336 14.1170 -0.21
C -6.0581 -7.0225 9.7692 -0.11
C -6.9684 -17.4378 13.2148 -0.21
C -4.0170 -9.2409 18.3946 -0.15
C -2.2928 -4.6635 16.1103 -0.10
C 2.6838 -15.8486 15.4953 -0.12
C -10.9366 -12.0783 17.0193 -0.25
C -2.0063 -9.6917 14.5358 -0.12
C 1.6911 -14.9441 11.3185 -0.07
C -0.2493 -10.8907 9.6198 -0.07
C -13.3469 -7.3782 12.2599 -0.43
C -5.1171 -4.0741 16.4267 -0.20
C -5.5298 -6.0489 17.7759 -0.24
C -2.8148 -7.9414 6.9038 -0.07
C -10.7666 -8.6893 10.1573 -0.13
C -4.2995 -3.7385 15.1779 -0.22
C -14.1934 -11.3093 14.0982 -0.25
C -5.3820 -8.4929 13.9156 -0.20
C 0.9786 -10.1983 10.1776 -0.41
H 0.0351 -11.8741 9.2358 0.08
H -9.7137 -15.0635 17.4390 0.08
H -14.2250 -9.1199 11.3047 0.06
H -5.8038 -9.1156 14.7357 0.11
H -9.3570 -10.6113 17.1081 0.14
H -4.5061 -9.3589 19.3638 0.09
H 1.3331 -14.0038 14.5998 0.12
H -3.2370 -8.9511 6.8598 0.08
H -11.9298 -12.2394 17.4578 0.12
H -3.3593 -7.8183 13.3668 0.13
H -10.6049 -7.9749 9.3366 0.10
H -14.3157 -10.2143 13.9526 0.13
H -14.0800 -11.0639 17.4013 0.06
H -2.9563 -7.4350 5.9543 0.08
H 1.6278 -10.0143 9.3135 0.14
H -8.7905 -16.9537 14.0730 0.14
H 2.2252 -15.8896 11.2972 0.08
H 3.6062 -15.2636 15.5876 0.09
H -6.4557 -5.6399 18.2174 0.13
H -0.7429 -10.2919 8.8561 0.07
H -14.8990 -7.6532 10.7433 0.08
H 0.8607 -6.7937 12.4828 0.09
H -14.2178 -12.6558 15.6701 0.14
H -1.4478 -10.6208 14.4755 0.08
H -0.3858 -13.2500 13.2917 0.06
H -0.9621 -11.1589 10.4079 0.08
H 0.0627 -9.4476 11.8903 0.12
H -11.3428 -14.6272 17.1947 0.10
H -4.4824 -3.7974 17.2874 0.11
H -7.3515 -9.7961 11.5439 0.11
H -6.4629 -16.3458 16.0047 0.08
H -8.1945 -13.4693 12.9395 0.09
H -7.3805 -18.3164 12.6593 0.13
H -7.1084 -15.2204 14.7959 0.07
H -16.5894 -12.4718 14.8053 0.08
H 2.8621 -16.8810 15.7954 0.09
H -5.1004 -6.9129 6.6603 0.13
H -11.2616 -7.0669 12.0006 0.13
H -2.6015 -5.4138 16.8518 0.08
H -1.7494 -8.0020 7.1238 0.07
H 0.2870 -15.6035 12.7524 0.14
H -5.7779 -8.0644 9.8066 0.07
H -5.9675 -7.8721 18.8330 0.12
H -10.7590 -8.8937 16.0940 0.08
H -5.5262 -16.6642 11.1179 0.09
H -10.3235 -14.2919 15.8436 0.08
H -9.9674 -8.5117 10.8816 0.08
H -10.7201 -9.7017 9.7732 0.09
H -2.1912 -7.9876 9.3682 0.03
H -10.4314 -9.0313 18.6491 0.07
H -14.3721 -6.0036 13.4681 0.06
H -3.3997 -7.0142 10.0026 0.06
H -15.3681 -8.2840 12.3700 0.07
H -13.0990 -11.0862 11.7863 0.08
H 2.3776 -14.1019 11.1542 0.06
H -4.3107 -9.9928 17.6522 0.09
H 2.4100 -11.6210 10.6313 0.08
H 1.0450 -14.9456 10.4309 0.08
H -8.1317 -15.8418 15.9904 0.05
H -1.3111 -4.9557 15.7139 0.09
H -14.8169 -11.7951 13.3362 0.13
H -6.0497 -3.5126 16.3814 0.12
H -4.7976 -5.6681 18.5192 0.13
H -7.1913 -18.6307 15.8575 0.07
H -6.6316 -11.7827 12.4506 0.13
H -6.0035 -8.0869 17.0524 0.12
H -2.1241 -9.4625 15.6076 0.08
H 2.1834 -10.5339 11.7975 0.07
H 2.7033 -13.9303 13.5174 0.13
H 1.9036 -15.4916 16.1797 0.09
H -11.1091 -10.2311 15.1974 0.06
H -11.0462 -12.2629 15.9378 0.11
H -12.3386 -6.5825 10.6045 0.14
H -7.8073 -9.0272 13.0718 0.12
H -13.1823 -10.4691 16.2200 0.04
H -13.0806 -8.0161 13.1281 0.12
H -5.5440 -6.3693 10.4808 0.08
H -14.0841 -5.5017 11.9632 0.07
H -16.6306 -10.7816 15.0880 0.08
H -12.1403 -9.9837 12.9088 0.07
H -2.9449 -9.3973 18.5529 0.09
H -16.5059 -11.8910 16.4627 0.07
H -9.6283 -13.1488 13.7386 0.08
H -6.6296 -11.1262 14.1014 0.12
H -4.6073 -5.9386 15.9460 0.08
H -0.2077 -8.3890 10.6121 0.12
H -11.4295 -11.5027 12.4201 0.08
H -3.9346 -2.6968 15.2439 0.12
H -10.6225 -10.5654 19.4191 0.08
H -6.5750 -15.3435 10.7530 0.09
H 0.6880 -12.7597 12.1535 0.03
H -8.1644 -19.2864 14.6838 0.07
H -2.1060 -3.6965 16.6087 0.10
H -5.0222 -9.8284 12.4168 0.11
H -4.8887 -3.7937 14.2626 0.12
H 1.2138 -8.2222 13.5443 0.09
H 2.5272 -7.2013 12.9351 0.09
H -5.8901 -7.5272 13.9292 0.12
H -1.4245 -8.8702 14.0954 0.08
H -11.9769 -9.8387 18.5747 0.07
H -7.1289 -16.9876 10.3995 0.09
H -3.6597 -7.9384 15.0739 0.11
H -5.9087 -17.6857 13.3718 0.13
H -5.4110 -8.2649 7.5797 0.13
H -8.1106 -12.8532 14.7090 0.09
H -3.2331 -6.1518 7.9472 0.14
H -7.1144 -6.9333 10.0532 0.08
```

Properties
* orbital gap: 8.86 eV
* HOMO: -8.38 eV
* ΔE to the lowest compared entry with this formula, charge and spin: 29.10 kcal per mole
* spin multiplicity: 1
* structure (SMILES): COC[C@H](C)N.COC[C@H](C)N.COC[C@H](C)N.COC[C@H](C)N.COC[C@H](C)N.COC[C@H](C)N.COC[C@H](C)N.COCCNCCOC.COCCNCCOC
* molecular weight: 890.35 g mol⁻¹
* charge: 0


No. 2
The following is a DFT calculation (wB97M-V/def2-TZVPD) of a molecular structure, C14H42BF4KO7 in a non-equilibrium geometry.

```
69
Properties=species:S:1:pos:R:3:nbo_charge:R:1
K 1.9385 -1.1596 2.3284 0.97
F -0.4696 -0.5723 0.3800 -0.55
F 1.4104 -1.2993 -0.6172 -0.56
F 0.1789 0.4076 -1.5100 -0.55
F 1.3362 0.6116 0.4406 -0.60
O -1.9298 1.5256 1.4255 -0.75
O 2.5610 2.5660 -1.4748 -0.72
O 0.3109 -3.7196 0.4744 -0.71
O -0.6476 -1.7757 3.0241 -0.76
O 1.9490 1.2352 3.6877 -0.74
O 3.5375 0.3288 -4.7945 -0.73
O -0.4822 -2.5029 -3.3459 -0.71
C 1.1694 2.2686 3.2922 -0.09
C 0.1211 2.4982 4.3674 -0.66
C 2.8158 -0.6687 -4.1027 -0.06
C -1.0539 -3.6110 0.5322 -0.07
C -2.1462 3.8616 1.4535 -0.63
C -0.1926 -1.6762 5.5603 -0.64
C 1.5827 3.5152 -1.4416 -0.06
C -1.6797 -1.8811 -3.3207 -0.07
C 0.9109 3.2405 -2.7633 -0.63
C -1.8557 -4.4531 -0.4106 -0.64
C -1.0958 -1.3606 4.3246 -0.07
C -2.4472 -1.8613 -4.5783 -0.61
C 3.6275 -1.3024 -2.9774 -0.63
C -2.2494 2.6268 0.5835 -0.07
B 0.5851 -0.2546 -0.3764 1.29
H -2.4296 3.8032 2.5044 0.21
H 0.4036 2.7752 5.3831 0.21
H 0.8124 3.4541 -0.6728 0.15
H -0.8304 -1.5710 6.4379 0.23
H -2.4289 -2.3567 -2.6878 0.14
H 1.5999 3.2539 3.1134 0.16
H 4.0530 -0.5499 -2.3135 0.21
H 0.7995 1.9616 2.3139 0.21
H -1.4672 -1.7995 2.5249 0.49
H 1.5548 2.9675 -3.5993 0.21
H -3.2062 2.5639 0.0650 0.16
H -3.4524 -1.4555 -4.4637 0.21
H -2.5935 4.7208 0.9538 0.21
H -1.4213 -4.3123 -1.4004 0.21
H 0.2348 4.0652 -2.9890 0.18
H 2.9700 0.8417 -5.3744 0.47
H 0.0975 -2.7264 5.5924 0.21
H 0.2549 2.3875 -2.5894 0.21
H 1.7970 -0.4317 -3.7962 0.17
H 0.5318 -3.5272 -0.4399 0.47
H 2.4438 1.7324 4.3431 0.48
H -2.6561 -2.8719 -4.9293 0.20
H -0.6634 1.7420 4.3409 0.22
H -1.1251 4.2346 1.5339 0.20
H 2.1949 1.6876 -1.3485 0.49
H -1.2874 0.9614 0.9888 0.50
H -1.4059 -2.5844 0.4307 0.16
H -1.5771 2.7722 -0.2620 0.17
H 0.0745 -2.0438 -2.7127 0.48
H -2.0455 -1.8947 4.3553 0.16
H -1.6658 -0.8300 -3.0324 0.17
H 1.8761 4.5604 -1.5395 0.17
H -2.8741 -4.1051 -0.2375 0.21
H -1.4338 -0.3255 4.3723 0.17
H -0.4886 3.3542 4.0782 0.22
H -1.9415 -1.3071 -5.3690 0.20
H 4.4327 -1.9239 -3.3692 0.20
H -1.9282 -5.5184 -0.1916 0.21
H -1.3800 -3.7954 1.5557 0.16
H 0.7132 -1.0705 5.5336 0.21
H 3.0186 -1.9965 -2.3981 0.21
H 2.6539 -1.4297 -4.8662 0.15
```

Properties
* orbital gap: 8.74 eV
* HOMO: -9.12 eV
* ΔE to the lowest compared entry with this formula, charge and spin: 65.79 kcal per mole
* spin multiplicity: 1
* molecular weight: 448.38 g mol⁻¹
* charge: 0